# 1
The following is a DFT calculation (ωB97M-V with the def2-TZVPD basis set) of 2 unconnected molecules or ions with the total composition C5H6NO2S in a non-equilibrium geometry.

Computed properties:
- 2S+1: 1
- ΔE to the lowest compared entry with this formula, charge and spin: 8.515 eV
- HOMO-LUMO gap: 7.30 eV
- E_HOMO: -4.1 eV
- Charge: -1

Last column: Löwdin charge in e.
Geometry (Å):
S (0.833, 0.644, 1.686)  0.730
O (-2.786, -1.299, -1.220)  -0.068
O (-4.381, -1.146, 0.222)  -0.084
N (-3.210, -0.881, -0.120)  -0.620
C (2.226, 1.017, 0.449)  -0.494
C (-2.489, -0.441, 0.825)  0.064
C (-0.213, 0.010, 0.389)  -0.448
C (0.501, -0.284, -0.689)  -0.246
C (2.060, 0.011, -0.617)  -0.305
H (2.571, 0.228, -1.623)  0.122
H (0.054, -0.421, -1.625)  0.051
H (-2.640, 0.500, 1.480)  0.077
H (3.287, 1.007, 0.853)  0.088
H (2.377, -0.905, -0.103)  0.085
H (1.811, 1.958, 0.094)  0.048


# 2
The following is a DFT calculation (ωB97M-V with the def2-TZVPD basis set) of a gas-phase ion, C5H6NO3 (charge +1) in a non-equilibrium geometry.

Computed properties:
- 2S+1: 3
- <S²>: 2.01
- ΔE to the lowest compared entry with this formula, charge and spin: 0.000 eV
- HOMO-LUMO gap (spin up / spin down): 7.05 / 8.03 eV
- E_HOMO (spin up / spin down): -11.7 / -16.5 eV
- Charge: +1

Last column: Löwdin charge in e.
Geometry (Å):
O (-2.166, -1.008, 1.245)  0.298
O (-1.799, -0.230, -0.861)  0.155
O (-0.860, -2.246, -0.128)  0.165
N (0.147, 0.492, 0.058)  -0.091
C (0.446, -1.914, -0.443)  0.075
C (0.898, 1.644, 0.557)  0.022
C (-1.026, 0.780, -0.467)  -0.148
C (0.954, -0.663, -0.154)  0.103
C (-1.648, -1.153, 0.203)  -0.452
H (1.641, 1.948, -0.236)  0.136
H (1.035, -2.719, -0.943)  0.180
H (1.505, 1.401, 1.494)  0.142
H (-1.278, 1.796, -0.726)  0.168
H (0.145, 2.355, 0.766)  0.087
H (2.004, -0.483, -0.366)  0.161


# 3
The following is a DFT calculation (ωB97M-V with the def2-TZVPD basis set) of a molecular structure, C5H6NOTl in a non-equilibrium geometry.

Computed properties:
- 2S+1: 1
- HOMO-LUMO gap: 4.84 eV
- E_HOMO: -17.9 eV
- Charge: +2

Last column: Löwdin charge in e.
Geometry (Å):
Tl (-2.790, 2.099, -1.587)  1.154
O (0.329, -2.575, 0.206)  -0.111
N (-0.807, 1.120, -0.999)  -0.154
C (-1.090, -0.166, -0.255)  -0.175
C (0.154, -1.346, -0.744)  -0.075
C (1.506, -1.435, 0.341)  0.058
C (-0.019, 2.000, -0.006)  -0.015
C (0.581, 2.687, 1.093)  0.343
H (1.302, -1.333, 1.490)  0.143
H (-2.106, -0.683, -0.516)  0.148
H (0.961, 2.921, 2.200)  0.169
H (0.385, -1.470, -1.971)  0.216
H (2.505, -1.817, -0.152)  0.144
H (-0.910, -0.002, 0.901)  0.156